# 1
Here is 5 unconnected molecules or ions with the total composition C20H43ClO12P2S from the OMol25 dataset. Energies are from the ωB97M-V functional and the def2-TZVPD basis.

Structure (ORCA input):
```
! RIJCOSX wB97M-V def2-TZVPD def2/J DEFGRID3
* xyz 0 1
C 0.51688 -6.26478 -0.89128
C 0.36592 -4.87343 -0.29528
C 0.28803 -3.66988 -1.27427
Cl 0.41585 -4.16697 -3.01638
P -1.25200 -2.66386 -0.91996
C -0.74003 -0.88556 -0.76674
C -0.44525 -0.47843 0.68510
C 1.02751 -0.21842 1.04498
C 2.00781 -1.24114 0.48019
C 1.46984 1.20701 0.63228
P -2.50896 -2.56284 -2.72546
S -4.38132 -2.75859 -2.20358
H 0.55039 -6.96960 -0.06223
H -0.33098 -6.55072 -1.50302
H 1.43512 -6.38388 -1.45385
H 1.21781 -4.70359 0.35613
H -0.53996 -4.88068 0.30223
H 1.15982 -3.05106 -1.13493
H 0.04530 -0.60802 -1.46406
H -1.62981 -0.34701 -1.08884
H -0.97389 0.45629 0.85580
H -0.88756 -1.18291 1.38561
H 1.11298 -0.29731 2.12587
H 1.85326 -2.23089 0.90568
H 3.02315 -0.94369 0.73173
H 1.96054 -1.28411 -0.60397
H 0.66391 1.74420 0.14189
H 2.29961 1.15407 -0.06838
H 1.81315 1.77945 1.48790
H -2.10297 -3.50846 -3.67867
H -2.28649 -1.31433 -3.34879
C 4.23289 5.80782 3.36306
O 4.28974 5.30842 4.70329
C 3.66225 4.14736 4.88449
O 3.08191 3.51661 4.03824
O 3.78753 3.80178 6.16794
C 3.15489 2.56701 6.50929
H 4.77744 6.74769 3.36258
H 4.70914 5.11195 2.67473
H 3.20437 5.98923 3.05794
H 3.58800 1.74393 5.94399
H 2.08338 2.62045 6.32645
H 3.33557 2.41457 7.56929
C 3.96209 8.98151 0.24448
O 2.73337 9.02208 -0.48348
C 1.78940 8.20313 -0.01630
O 1.89890 7.46788 0.93167
O 0.70522 8.33838 -0.77917
C -0.39573 7.51220 -0.39085
H 4.62781 9.68883 -0.24098
H 3.80575 9.28009 1.27953
H 4.39898 7.98511 0.20540
H -0.72012 7.75445 0.61916
H -0.12649 6.45964 -0.45273
H -1.19777 7.72459 -1.09139
C -3.63782 -4.90723 2.74652
O -2.52994 -5.81243 2.69712
C -2.05882 -6.17692 3.88910
O -2.47842 -5.81690 4.95836
O -1.03306 -7.01051 3.69250
C -0.42598 -7.48736 4.89522
H -3.90848 -4.69642 1.71568
H -4.48479 -5.35727 3.26030
H -3.35247 -3.97983 3.23927
H -1.14390 -8.04514 5.49320
H -0.02188 -6.66049 5.47613
H 0.38163 -8.14599 4.58903
C -2.81315 0.44752 -9.32798
O -3.10607 0.50505 -7.93071
C -3.81967 -0.53005 -7.47716
O -4.20707 -1.45948 -8.13695
O -4.02203 -0.35484 -6.17198
C -4.77913 -1.39719 -5.54089
H -2.23651 1.33935 -9.55586
H -2.22385 -0.43717 -9.56148
H -3.73046 0.44739 -9.91348
H -4.26438 -2.35237 -5.62693
H -5.77228 -1.47149 -5.97997
H -4.86771 -1.13582 -4.49134
*
```

Summary:
Maximum force, Eh/bohr: 0.014
SMILES string: CC[C@@H](Cl)P(CCC(C)C)[PH2]=S.COC(=O)OC.COC(=O)OC.COC(=O)OC.COC(=O)OC
Highest occupied orbital energy, eV: -8.53

These are the Mulliken partial charges, in e, on atoms 1 to 2: -1.55 -0.15



# 2
Here is a molecular structure, C20H43DyN2P3S in a non-equilibrium geometry from the OMol25 dataset. Energies are from the ωB97M-V functional and the def2-TZVPD basis.

Structure (ORCA input):
```
! RIJCOSX wB97M-V def2-TZVPD def2/J DEFGRID3
* xyz 3 6
Dy 0.40601 0.63671 -0.08515
P -1.56844 -0.76018 -1.83881
P -1.45167 -0.33279 2.26587
P 1.06901 -2.08207 -0.01729
H 0.46003 3.64577 -0.48284
C 1.04235 2.96661 -1.14030
C 0.45007 2.18034 -2.12440
H -0.60525 2.30988 -2.42675
C -2.82932 0.17769 -2.78665
C -2.71587 -2.09942 -1.27899
C -0.86776 -1.73226 -3.24698
C -0.60736 0.12232 3.83859
C -3.15643 0.28286 2.64656
C -1.74471 -2.11767 2.61717
C 2.26706 -2.24843 -1.40197
C 0.12899 -3.63347 -0.08344
C 1.97351 -2.34079 1.56780
H 2.11960 3.18437 -1.17693
H 1.04765 1.73167 -2.94706
H -2.47714 1.18591 -3.01828
H -3.76103 0.26714 -2.21597
H -3.04599 -0.32927 -3.73505
H -3.53160 -1.68851 -0.67509
H -2.20314 -2.86278 -0.68273
H -3.15171 -2.58644 -2.16408
H -0.07491 -1.15022 -3.73007
H -1.67418 -1.90984 -3.98096
H -0.45506 -2.69600 -2.92188
H -1.09992 -0.32814 4.71118
H -0.60444 1.21250 3.95665
H 0.43025 -0.23300 3.79108
H -3.53848 -0.17414 3.57322
H -3.84928 0.02711 1.82955
H -3.14844 1.37685 2.76918
H -2.31402 -2.24247 3.54962
H -0.78888 -2.64412 2.71688
H -2.32307 -2.56656 1.79997
H 3.04139 -2.95412 -1.08505
H 2.75036 -1.28594 -1.64295
H 1.75407 -2.61335 -2.30392
H 0.83914 -4.45347 0.06554
H -0.37232 -3.75731 -1.05460
H -0.60737 -3.64434 0.73425
H 2.64588 -3.19461 1.40285
H 1.24718 -2.56569 2.36583
H 2.54981 -1.46449 1.89810
C 4.75061 0.80201 0.34992
C 5.48243 0.51198 1.52468
C 6.86681 0.68293 1.57541
C 7.56272 1.25681 0.50994
C 6.86679 1.43040 -0.70187
C 5.48832 1.19681 -0.79575
S 3.04933 0.45403 0.10831
H 2.04011 1.23538 0.88680
H 4.92441 0.15858 2.37735
H 7.41232 0.37454 2.47413
H 8.63619 1.44362 0.58588
H 7.45029 1.73343 -1.58405
H 4.99163 1.32364 -1.75754
C -5.24664 1.87227 -0.59354
N -4.00177 2.64157 -0.39353
C -4.13510 4.08807 -0.12118
C -2.83990 2.08039 -0.19383
N -1.74048 1.69140 0.00569
H -6.10310 2.54658 -0.44687
H -5.29486 1.02969 0.10913
H -5.29863 1.46840 -1.61465
H -3.71661 4.33095 0.86576
H -3.60616 4.68121 -0.87856
H -5.19331 4.34948 -0.14335
*
```

Summary:
Maximum force, Eh/bohr: 0.081
Energy above the lowest of the compared OMol25 structures with the same formula, charge and spin, kJ/mol: 82.54
Highest occupied orbital energy (alpha / beta), eV: -17.13 / -17.13

These are the Mulliken partial charges, in e, on atoms 1 to 2: -0.11 1.26



# 3
Here is a molecular structure, C20H43DyN2P3S2 in a non-equilibrium geometry from the OMol25 dataset. Energies are from the ωB97M-V functional and the def2-TZVPD basis.

Structure (ORCA input):
```
! RIJCOSX wB97M-V def2-TZVPD def2/J DEFGRID3
* xyz 3 6
Dy 0.49984 0.79813 0.28197
P -2.27906 -0.55263 -0.48970
P 0.75696 -2.47759 0.87000
P 0.72689 -0.48015 -2.21528
H 0.23409 3.04593 2.37462
C 0.00493 3.11980 1.28085
C -1.19665 2.64018 0.72479
H -1.99701 2.24889 1.36421
C -3.82566 -0.46873 0.49816
C -2.56896 -2.29455 -1.01216
C -2.98808 0.26051 -1.97899
C 2.46235 -2.49629 1.57154
C -0.04411 -3.48635 2.18888
C 0.96923 -3.83680 -0.34995
C 0.50141 1.01429 -3.27466
C 0.09380 -1.77475 -3.34306
C 2.52087 -0.85334 -2.38354
H 0.62129 3.86977 0.74829
H -1.57878 2.99621 -0.24655
H -3.85540 0.42809 1.12261
H -3.92276 -1.35504 1.13695
H -4.67509 -0.44338 -0.19940
H -2.51453 -2.96070 -0.14392
H -1.84936 -2.62092 -1.76718
H -3.57817 -2.34087 -1.44555
H -3.05041 1.34065 -1.79850
H -3.99709 -0.14760 -2.13469
H -2.39259 0.06018 -2.87623
H 2.77459 -3.54137 1.70157
H 2.46683 -1.99323 2.54689
H 3.15451 -2.00049 0.87784
H 0.40222 -4.49050 2.17287
H -1.12549 -3.56622 2.01705
H 0.13951 -3.03657 3.17178
H 1.30433 -4.72703 0.19924
H 1.72573 -3.57305 -1.10015
H 0.00193 -4.06184 -0.82064
H 1.25922 0.97075 -4.06604
H 0.62315 1.95976 -2.71935
H -0.49150 1.00068 -3.74290
H 0.67833 -1.72480 -4.27113
H -0.96387 -1.63912 -3.58844
H 0.21796 -2.76531 -2.89247
H 2.76393 -0.65673 -3.43823
H 2.70655 -1.90752 -2.14102
H 3.16916 -0.26248 -1.71698
C 3.65931 3.36561 -1.13599
C 5.04276 3.08092 -1.28009
C 5.99764 4.05111 -1.64178
C 5.58287 5.38061 -1.84781
C 4.20565 5.66945 -1.79138
C 3.25548 4.67951 -1.45746
S 2.40860 2.12747 -0.81455
H 2.24486 1.84249 0.62562
H 5.37719 2.07207 -1.08525
H 7.06967 3.80351 -1.73527
H 6.31817 6.16660 -2.07888
H 3.85660 6.67750 -2.03774
H 2.18165 4.89902 -1.48004
S -0.68981 -0.30038 2.62500
C -2.19844 -0.62173 3.45862
N -3.22095 0.25447 3.64917
C -4.44407 -0.38957 4.13741
C -4.01272 -1.83218 4.35138
N -2.59285 -1.81526 3.97202
H -3.19269 1.21432 3.30937
H -5.25520 -0.30262 3.40091
H -4.76629 0.08506 5.07060
H -4.57547 -2.54100 3.72290
H -4.12621 -2.12960 5.40073
H -2.01083 -2.65527 3.96912
*
```

Summary:
Maximum force, Eh/bohr: 0.102
Highest occupied orbital energy (alpha / beta), eV: -16.60 / -16.61

These are the Mulliken partial charges, in e, on atoms 1 to 2: -0.12 1.07



# 4
Here is a molecular structure, C20H43N2P3SW in a non-equilibrium geometry from the OMol25 dataset. Energies are from the ωB97M-V functional and the def2-TZVPD basis.

Structure (ORCA input):
```
! RIJCOSX wB97M-V def2-TZVPD def2/J DEFGRID3
* xyz 4 3
W -0.11407 -0.35364 -0.39717
P 1.13601 -0.23990 -2.45248
P 1.93312 -1.21168 0.99127
P -2.30366 0.29741 -0.59069
H 2.19926 1.77460 -0.75426
C 1.53516 1.76247 0.12560
C 2.13530 1.82249 1.37152
H 3.24399 1.96449 1.40606
C 2.32979 1.04557 -3.05976
C 2.09125 -1.80299 -2.52803
C 0.05400 -0.37655 -3.94641
C 1.62491 -1.32667 2.78829
C 2.14656 -3.02242 0.72350
C 3.72648 -0.76163 0.75525
C -3.12170 0.18814 1.03644
C -3.22768 -0.97433 -1.52056
C -2.78622 1.82763 -1.42453
H 0.49735 2.19402 -0.19084
H 1.47562 1.66840 2.25012
H 2.71104 0.78085 -4.05773
H 3.20042 1.16280 -2.40218
H 1.83111 2.02207 -3.14044
H 2.50216 -1.89589 -3.54160
H 1.42306 -2.65618 -2.33802
H 2.91438 -1.84470 -1.80220
H 0.66117 -0.36114 -4.86751
H -0.67352 0.44997 -3.93882
H -0.48971 -1.33271 -3.90110
H 2.47372 -1.87274 3.21771
H 0.70270 -1.88660 2.99782
H 1.56665 -0.32749 3.22714
H 3.18333 -3.23857 1.00586
H 1.98784 -3.35407 -0.30664
H 1.50267 -3.62329 1.37885
H 4.37925 -1.44302 1.33251
H 3.94910 0.24934 1.10438
H 4.00708 -0.79768 -0.30944
H -4.13419 0.60086 0.92591
H -2.60086 0.74636 1.82818
H -3.17006 -0.86608 1.33550
H -4.18577 -0.52685 -1.82389
H -3.40072 -1.84659 -0.87667
H -2.67670 -1.29553 -2.41217
H -3.89237 1.78172 -1.42822
H -2.37755 1.80614 -2.45589
H -2.42623 2.72058 -0.87511
C -0.73199 4.14469 1.75551
C -0.38658 5.06900 0.72020
C -0.21889 6.41978 1.02158
C -0.37909 6.88978 2.34064
C -0.76561 5.99979 3.35581
C -0.94719 4.64596 3.08368
S -0.91283 2.49076 1.50451
H -0.40446 -1.39808 -1.66986
H -0.29506 4.71402 -0.30828
H 0.01358 7.13846 0.23041
H -0.26333 7.95022 2.55598
H -0.96302 6.38123 4.36113
H -1.29485 3.96553 3.85974
C -0.95863 -5.30974 -0.69930
N -1.39081 -4.42961 0.40468
C -2.18444 -4.96528 1.52183
C -0.93996 -3.23225 0.54997
N -0.75768 -2.05640 0.43200
H -1.29095 -6.32565 -0.47555
H 0.14047 -5.33317 -0.79857
H -1.41974 -5.02911 -1.66108
H -1.70898 -4.74230 2.49308
H -3.21260 -4.56644 1.51785
H -2.27078 -6.04813 1.44453
*
```

Summary:
Maximum force, Eh/bohr: 0.100
Energy above the lowest of the compared OMol25 structures with the same formula, charge and spin, kJ/mol: 0.00
Highest occupied orbital energy (alpha / beta), eV: -18.92 / -19.51

These are the Mulliken partial charges, in e, on atoms 1 to 2: 0.68 0.84



What is the maximum force in the first record? 0.014 Eh/bohr